# C19H18AlNOS

A molecular structure, C19H18AlNOS at a distorted geometry (the ωB97M-V functional and the def2-TZVPD basis, the Open Molecules 2025 dataset).

Geometry as XYZ:
```
41
Properties=species:S:1:pos:R:3:forces:R:3
C -3.575 1.483 1.059 0.846 0.541 -0.815
C -2.950 1.291 2.372 0.505 0.430 -0.532
C -1.583 1.676 2.218 -0.248 -0.203 -0.781
H -3.499 1.288 3.313 0.118 -0.284 -0.288
C -1.337 1.941 0.849 -0.166 0.444 0.405
C -2.529 1.804 0.108 -0.748 0.895 1.498
H -2.713 2.141 -0.916 0.201 -0.545 0.368
H -4.645 1.607 0.914 0.303 -0.225 -0.113
H -0.871 1.829 3.031 -0.205 -0.391 -0.314
H -0.408 2.350 0.461 -0.127 -0.478 -0.042
C -0.960 -2.704 1.146 0.288 -0.256 -0.185
C -2.290 -3.130 1.303 -0.585 0.164 -1.054
C -3.066 -2.517 0.260 0.958 -0.513 0.399
H -2.638 -3.909 1.989 0.025 0.562 -0.265
C -2.181 -1.598 -0.479 0.121 -0.641 0.713
C -0.876 -1.814 0.073 0.164 0.098 -0.032
H 0.058 -1.467 -0.369 -0.409 0.369 0.323
H -0.114 -3.131 1.687 -0.284 0.440 -0.027
H -4.010 -2.892 -0.112 -0.164 0.412 0.315
H -2.394 -1.146 -1.447 0.009 -0.154 0.288
Al -3.235 -0.530 1.091 -0.339 -0.402 -0.236
O 1.314 0.669 -0.676 -1.266 -0.759 0.609
C 1.932 0.474 0.614 0.962 1.587 -1.414
C 2.469 1.401 -0.503 0.530 -0.195 2.384
H 1.441 0.945 1.471 -0.022 -0.252 -0.399
H 2.488 -0.446 0.790 -0.462 0.035 -0.146
H 2.392 2.470 -0.278 -0.291 -0.177 -0.370
H 4.023 2.990 -2.022 0.087 -0.138 -0.222
C 4.252 1.937 -2.182 -0.507 -0.771 0.556
C 3.581 0.993 -1.365 1.238 -0.436 -1.131
C 3.888 -0.377 -1.507 0.034 0.535 -0.470
H 3.412 -1.122 -0.867 0.072 0.240 -0.314
C 4.771 -0.794 -2.504 0.047 0.146 0.139
H 4.950 -1.866 -2.633 0.068 0.426 0.024
C 5.408 0.142 -3.328 -0.138 0.314 0.356
H 6.136 -0.195 -4.066 -0.286 0.117 0.081
C 5.153 1.515 -3.158 0.095 -0.451 0.056
H 5.649 2.248 -3.799 -0.128 -0.249 0.244
S -6.706 -1.561 3.556 -0.829 -0.135 0.893
C -5.748 -1.120 2.408 1.935 0.214 -2.294
N -4.991 -0.874 1.500 -1.401 -0.316 1.791
```
Forces are in eV/Å.

## Properties
**E_tot**: -40962.8298 eV
**Orbital gap**: 8.27 eV
**Energy relative to the best compared isomer or geometry (same formula, charge and spin)**: 0.00 kcal/mol
**Highest occupied orbital energy**: -8.3 eV
**E_LUMO**: -0.07 eV


# C19H18Cl2CoN5S

A molecular structure, C19H18Cl2CoN5S (the ωB97M-V functional and the def2-TZVPD basis, the Open Molecules 2025 dataset).

Geometry as XYZ:
```
46
Properties=species:S:1:pos:R:3:forces:R:3
Co 0.348 0.030 -0.051 -0.090 0.415 0.198
C -1.410 -3.786 -0.022 0.086 -0.074 0.010
C -2.748 -3.433 -0.065 -0.057 -0.065 -0.015
C -3.121 -2.100 -0.089 -0.009 0.104 -0.028
C -2.145 -1.109 -0.075 0.157 -0.061 0.008
C -0.794 -1.481 -0.059 0.125 0.091 0.022
C -0.415 -2.809 -0.008 -0.246 0.181 -0.120
C -2.390 0.336 -0.050 0.053 -0.033 -0.059
C -3.642 0.967 -0.086 -0.003 0.009 -0.001
C -3.693 2.333 -0.076 -0.016 -0.037 -0.008
C -2.506 3.097 -0.028 0.013 0.017 0.002
C -2.502 4.511 -0.023 0.021 0.020 -0.002
C -1.322 5.197 0.029 -0.022 0.000 -0.003
C -0.097 4.501 0.083 0.014 -0.001 0.005
C -0.068 3.133 0.080 -0.025 -0.008 -0.026
C -1.275 2.410 0.018 -0.015 -0.001 0.021
N -1.264 1.042 0.000 -0.026 -0.107 0.049
H -1.128 -4.831 0.014 -0.002 0.001 -0.011
H -3.507 -4.203 -0.069 0.003 -0.002 0.004
H -4.171 -1.836 -0.111 0.003 0.003 0.010
H 0.616 -3.128 0.043 0.087 -0.082 0.062
H -4.544 0.375 -0.126 -0.002 0.004 0.007
H -4.647 2.844 -0.107 -0.001 0.001 0.000
H -3.447 5.036 -0.061 0.001 0.001 0.006
H -1.320 6.278 0.032 0.000 -0.001 0.004
H 0.828 5.059 0.135 0.002 -0.004 -0.009
H 0.882 2.610 0.146 0.018 -0.004 0.008
C 4.994 -2.022 0.580 0.000 -0.021 0.006
C 3.980 -1.465 1.503 0.119 0.050 0.032
N 4.087 -1.321 2.783 0.003 0.012 -0.101
N 2.914 -0.747 3.191 -0.043 -0.101 -0.008
C 2.073 -0.541 2.193 -0.090 -0.022 0.182
S 0.480 0.064 2.133 -0.103 0.164 -0.157
N 2.740 -0.971 1.106 -0.136 -0.090 -0.015
N 2.120 -0.894 -0.149 0.263 -0.275 0.010
H 5.841 -2.366 1.168 0.004 0.003 -0.004
H 5.344 -1.263 -0.121 -0.002 -0.004 0.003
H 4.595 -2.867 0.017 -0.001 0.000 0.002
H 2.765 -0.559 4.173 0.008 -0.003 -0.001
H 2.757 -0.451 -0.811 -0.003 0.049 -0.010
H 1.922 -1.830 -0.504 0.155 -0.021 -0.053
Cl 0.663 0.624 -2.367 -0.244 -0.044 -0.084
C 0.467 -0.805 -3.470 -0.039 0.063 0.195
Cl 1.676 -2.027 -3.137 0.004 -0.050 -0.099
H 0.592 -0.404 -4.469 0.033 -0.047 -0.024
H -0.526 -1.198 -3.290 -0.001 -0.030 -0.008
```
Forces are in eV/Å.

## Properties
**Total charge**: +2
**E_tot**: -100938.1268 eV
**Orbital gap**: 7.20 eV
**Energy relative to the best compared isomer or geometry (same formula, charge and spin)**: 0.00 kcal/mol
**Highest occupied orbital energy**: -14.5 eV
**E_LUMO**: -7.25 eV


# C19H18FN3O2

C19H18FN3O2 in the gas phase (the ωB97M-V functional and the def2-TZVPD basis, the Open Molecules 2025 dataset).

Geometry as XYZ:
```
43
Properties=species:S:1:pos:R:3:forces:R:3
C -4.589 -0.696 0.878 0.009 -0.211 0.098
H -5.612 -1.065 0.917 0.090 -0.014 0.027
O -4.662 0.556 0.236 -0.012 0.296 -0.140
C -3.517 1.257 0.046 0.177 0.176 -0.081
C -3.647 2.457 -0.659 -0.068 -0.137 0.083
C -2.543 3.244 -0.907 -0.097 -0.051 -0.029
C -1.286 2.849 -0.476 0.189 -0.147 0.096
C -1.150 1.660 0.228 -0.358 0.238 -0.040
C -2.262 0.871 0.500 -0.116 -0.136 0.080
H -2.112 -0.038 1.061 -0.028 -0.102 0.059
C 0.172 1.193 0.739 0.021 0.163 0.010
O 0.342 0.766 1.861 -0.003 -0.010 0.049
N 1.155 1.274 -0.205 0.086 0.179 -0.324
C 2.489 0.885 -0.103 0.457 0.203 0.043
C 3.587 1.505 -0.669 -0.308 -0.127 0.174
C 4.674 0.676 -0.348 -0.374 -0.084 0.006
N 4.258 -0.369 0.346 0.859 -0.301 0.117
N 2.937 -0.247 0.489 -0.344 0.450 -0.259
C 2.221 -1.264 1.211 -0.129 -0.410 0.507
C 1.006 -1.774 0.483 -0.012 -0.038 -0.059
C -0.080 -2.234 1.218 0.133 0.028 -0.165
C -1.223 -2.687 0.586 -0.120 -0.117 -0.188
C -1.271 -2.662 -0.796 0.099 0.047 0.062
C -0.202 -2.223 -1.554 -0.247 -0.125 -0.011
C 0.940 -1.788 -0.905 -0.014 -0.094 0.159
H 1.785 -1.454 -1.488 0.084 0.080 -0.049
H -0.270 -2.227 -2.631 -0.034 -0.011 -0.111
F -2.398 -3.073 -1.419 0.073 0.026 0.046
H -2.069 -3.050 1.148 -0.096 -0.038 0.033
H -0.035 -2.222 2.296 -0.015 0.046 0.145
H 1.907 -0.872 2.185 0.115 -0.120 -0.182
H 2.943 -2.071 1.370 -0.069 0.175 -0.046
C 6.107 0.866 -0.697 -0.052 -0.037 0.026
H 6.232 0.910 -1.778 0.081 -0.002 -0.037
H 6.686 0.037 -0.303 0.094 -0.026 0.000
H 6.479 1.797 -0.273 0.092 0.023 0.001
H 3.600 2.421 -1.223 -0.052 0.234 -0.094
H 0.926 1.760 -1.061 -0.069 -0.217 0.103
H -0.431 3.485 -0.656 0.087 0.061 -0.013
H -2.659 4.174 -1.444 -0.026 0.080 -0.033
H -4.629 2.748 -0.996 -0.120 0.039 -0.046
H -3.973 -1.397 0.308 0.016 0.014 0.019
H -4.198 -0.604 1.896 -0.001 -0.003 -0.030
```
Forces are in eV/Å.

## Properties
**E_tot**: -31278.0352 eV
**Orbital gap**: 9.34 eV
**Energy relative to the best compared isomer or geometry (same formula, charge and spin)**: 37.28 kcal/mol
**Highest occupied orbital energy**: -8.7 eV
**E_LUMO**: 0.66 eV


# C19H18N2O2

2 unconnected molecules or ions with the total composition C19H18N2O2 at a distorted geometry (the ωB97M-V functional and the def2-TZVPD basis, the Open Molecules 2025 dataset).

Geometry as XYZ:
```
41
Properties=species:S:1:pos:R:3:forces:R:3
C -4.311 3.148 0.016 -0.195 -0.516 0.022
C -2.820 3.351 0.012 0.666 0.457 0.000
C -1.870 2.328 -0.004 -2.052 0.776 0.018
N -0.545 2.396 -0.050 1.715 0.746 0.124
C 0.015 3.670 -0.048 -1.921 -0.629 0.038
O 1.212 3.941 -0.092 -0.042 -0.310 -0.050
N -0.938 4.718 0.017 1.682 1.179 -0.087
C -2.324 4.723 0.018 -0.197 -0.874 -0.053
O -2.969 5.778 0.025 0.523 -0.730 0.020
H -4.870 4.107 0.018 0.570 -0.551 0.004
H -4.604 2.573 -0.883 -0.139 0.218 0.453
H -4.599 2.573 0.918 -0.154 0.212 -0.443
H -2.296 1.319 0.023 0.185 -0.005 -0.062
H -0.497 5.644 0.012 -0.344 -0.497 0.011
C -0.349 -4.481 3.771 -0.033 -0.042 -0.034
C 0.153 -3.483 2.755 -0.202 0.377 -0.582
C 0.206 -2.114 3.034 0.130 0.541 -0.037
C 0.552 -1.158 2.072 -0.618 -0.521 -0.231
C 0.836 -1.507 0.702 0.080 -0.485 1.656
C 0.984 -0.421 -0.218 1.971 -0.703 0.161
C 1.554 -0.554 -1.526 0.780 0.553 -1.541
C 2.201 0.601 -2.110 -0.527 -0.361 -0.024
C 2.785 0.563 -3.386 -0.123 0.167 0.230
C 2.812 -0.613 -4.138 -0.199 0.028 0.711
C 2.290 -1.778 -3.563 -0.429 -0.235 0.329
C 1.657 -1.746 -2.314 -0.239 -0.434 -0.029
C 1.020 -2.930 0.524 -0.291 -0.351 -0.506
C 0.572 -3.863 1.466 0.230 0.278 -0.260
H -0.424 -5.496 3.352 0.066 0.397 0.091
H 0.307 -4.525 4.654 -0.110 0.080 -0.318
H -1.345 -4.187 4.138 0.302 -0.042 -0.163
H -0.095 -1.791 4.030 0.236 0.122 -0.173
H 0.592 -0.112 2.355 -0.306 0.012 -0.097
H 0.887 0.625 0.167 -0.454 -0.639 -0.349
H 2.227 1.527 -1.538 -0.204 -0.012 -0.103
H 3.192 1.480 -3.823 -0.121 -0.317 0.356
H 3.225 -0.636 -5.150 -0.095 0.064 0.400
H 2.332 -2.719 -4.131 -0.112 0.461 0.393
H 1.189 -2.678 -1.955 0.221 0.786 -0.499
H 1.536 -3.350 -0.358 -0.686 0.421 0.611
H 0.518 -4.925 1.206 0.437 0.381 0.016
```
Forces are in eV/Å.

## Properties
**E_tot**: -27067.9837 eV
**Orbital gap**: 2.94 eV
**Energy relative to the best compared isomer or geometry (same formula, charge and spin)**: 81.09 kcal/mol
**Highest occupied orbital energy**: -6.3 eV
**E_LUMO**: -3.34 eV